Entry 1:
The following is a quantum chemistry calculation of a single C4H5NO2 molecule at a distorted geometry, from the OMol25 dataset.

Each atom is followed by the atoms it is bonded to, with distances in Å.
Element x y z (Å)
1 O 0.76444 2.55065 0.50012  C2 1.211
2 C 0.53499 1.37476 0.32039  O1 1.211, N3 1.427, C7 1.518
3 N 1.43138 0.39147 -0.19430  C2 1.427, C4 1.768, H8 0.998
4 C 0.44164 -1.03001 -0.54788  N3 1.768, C5 1.488, H9 1.131, H10 1.081
5 C -0.90322 -0.58015 -0.09682  C4 1.488, O6 1.414, C7 1.458, H11 1.086
6 O -0.95759 -0.30837 1.28994  C5 1.414, C7 1.428
7 C -0.86560 0.79454 0.38757  C2 1.518, C5 1.458, O6 1.428, H12 1.083
8 H 1.72526 -0.47837 0.19713  N3 0.998
9 H 0.72953 -2.00156 -0.04467  C4 1.131
10 H 0.59806 -1.15234 -1.61060  C4 1.081
11 H -1.78607 -1.02745 -0.54278  C5 1.086
12 H -1.71282 1.46684 0.34189  C7 1.083

Results
Energy above the lowest of the compared OMol25 structures with the same formula, charge and spin: 3.7738 eV
Frontier orbital gap: 10.8 eV
M: 99.1 g mol⁻¹
E_LUMO: 0.75 eV
E: -9810.541 eV
SMILES: O=C1NC[C@H]2O[C@@H]12
Strongest force on any atom: 0.0669 Eh/bohr

natural (NBO) population analysis, charges in e, atoms 1 to 6: number 1, O, carries -0.521; number 2, C, carries 0.646; number 3, N, carries -0.659; number 4, C, carries -0.275; number 5, C, carries 0.021; number 6, O, carries -0.459

Entry 2:
The following is a quantum chemistry calculation of a single C4H5NO2 molecule, from the OMol25 dataset.

Each atom is followed by the atoms it is bonded to, with distances in Å.
Element x y z (Å)
1 H -1.67896 -0.88625 1.77326  N2 1.019
2 N -1.16846 -0.78086 0.89750  H1 1.019, C3 1.266
3 C -1.24826 0.36647 0.36876  N2 1.266, C4 1.508, H9 1.095
4 C -0.43492 0.57589 -0.88408  C3 1.508, O5 1.416, C6 1.469, H10 1.091
5 O 0.73920 1.36520 -0.82236  C4 1.416, C6 1.430
6 C 0.89195 -0.05559 -0.88247  C4 1.469, O5 1.430, C7 1.515, H11 1.091
7 C 1.35865 -0.57373 0.46266  C6 1.515, O8 1.204, H12 1.112
8 O 1.90147 -1.62560 0.68185  C7 1.204
9 H -1.86381 1.18384 0.75754  C3 1.095
10 H -0.98474 0.73265 -1.81345  C4 1.091
11 H 1.31039 -0.49102 -1.79120  C6 1.091
12 H 1.17750 0.18899 1.25199  C7 1.112

Results
Energy above the lowest of the compared OMol25 structures with the same formula, charge and spin: 2.7563 eV
Frontier orbital gap: 10.6 eV
M: 99.1 g mol⁻¹
E_LUMO: 0.70 eV
E: -9811.559 eV
SMILES: [H]/N=C/[C@H]1O[C@H]1C=O
Strongest force on any atom: 0.0140 Eh/bohr

natural (NBO) population analysis, charges in e, atoms 1 to 6: number 1, H, carries 0.352; number 2, N, carries -0.579; number 3, C, carries 0.103; number 4, C, carries 0.007; number 5, O, carries -0.463; number 6, C, carries -0.047

Entry 3:
The following is a quantum chemistry calculation of a single C4H5NO2 molecule at a distorted geometry, from the OMol25 dataset.

Each atom is followed by the atoms it is bonded to, with distances in Å.
Element x y z (Å)
1 O -2.55187 0.69096 -0.02307  C2 1.209
2 C -1.79058 -0.24279 0.07669  O1 1.209, C3 1.559, H8 1.103
3 C -0.37149 0.04259 -0.50166  C2 1.559, C4 1.562, O7 1.435, H9 1.097
4 C 0.52522 0.79583 0.53138  C3 1.562, N5 1.462, H10 1.095, H11 1.094
5 N 1.77717 0.04112 0.57110  C4 1.462, C6 1.263
6 C 1.63982 -0.90457 -0.25395  N5 1.263, O7 1.363, H12 1.087
7 O 0.46786 -1.03629 -0.93710  C3 1.435, C6 1.363
8 H -2.28625 -1.05570 0.63256  C2 1.103
9 H -0.59210 0.67194 -1.37241  C3 1.097
10 H 0.72780 1.82886 0.23040  C4 1.095
11 H 0.06661 0.82931 1.52436  C4 1.094
12 H 2.38782 -1.66126 -0.47830  C6 1.087

Results
Energy above the lowest of the compared OMol25 structures with the same formula, charge and spin: 1.6754 eV
Frontier orbital gap: 10.6 eV
M: 99.1 g mol⁻¹
E_LUMO: 0.77 eV
E: -9812.639 eV
SMILES: O=C[C@H]1CN=CO1
Strongest force on any atom: 0.0325 Eh/bohr

natural (NBO) population analysis, charges in e, atoms 1 to 6: number 1, O, carries -0.517; number 2, C, carries 0.383; number 3, C, carries -0.027; number 4, C, carries -0.270; number 5, N, carries -0.453; number 6, C, carries 0.378

Entry 4:
The following is a quantum chemistry calculation of a single C4H5NO2 molecule at a distorted geometry, from the OMol25 dataset.

Each atom is followed by the atoms it is bonded to, with distances in Å.
Element x y z (Å)
1 O 1.30996 -2.25322 -0.65085  C2 1.206
2 C 1.42704 -1.05248 -0.64329  O1 1.206, C3 1.537, H8 1.112
3 C 0.23990 -0.08847 -0.49255  C2 1.537, C4 1.495, O7 1.442, H9 1.196
4 C -0.96216 -0.51602 0.28764  C3 1.495, N5 1.502, H10 1.092, H11 1.096
5 N -1.47988 0.88209 0.46770  C4 1.502, C6 1.281
6 C -0.41751 1.57955 0.62753  N5 1.281, O7 1.345, H12 1.083
7 O 0.75338 1.02135 0.27180  C3 1.442, C6 1.345
8 H 2.43334 -0.57874 -0.62263  C2 1.112
9 H -0.55097 0.52038 -1.15227  C3 1.196
10 H -1.61494 -1.14460 -0.32169  C4 1.092
11 H -0.79231 -0.97725 1.26713  C4 1.096
12 H -0.34583 2.60741 0.96148  C6 1.083

Results
Energy above the lowest of the compared OMol25 structures with the same formula, charge and spin: 2.8119 eV
Frontier orbital gap: 10.6 eV
M: 99.1 g mol⁻¹
E_LUMO: 0.53 eV
E: -9811.503 eV
SMILES: O=C[C@H]1CN=CO1
Strongest force on any atom: 0.0655 Eh/bohr

natural (NBO) population analysis, charges in e, atoms 1 to 6: number 1, O, carries -0.488; number 2, C, carries 0.430; number 3, C, carries -0.085; number 4, C, carries -0.268; number 5, N, carries -0.476; number 6, C, carries 0.371

Entry 5:
The following is a quantum chemistry calculation of a single C4H5NO2 molecule, from the OMol25 dataset.

Each atom is followed by the atoms it is bonded to, with distances in Å.
Element x y z (Å)
1 C 1.91070 -0.93765 0.07745  N2 1.263, H8 1.095, H9 1.087
2 N 0.70593 -0.82765 0.44118  C1 1.263, C3 1.448
3 C -0.28302 -0.59091 -0.59031  N2 1.448, C4 1.533, H10 1.103, H11 1.093
4 C -0.49915 0.87737 -0.20784  C3 1.533, O5 1.207, C6 1.527
5 O 0.28205 1.77393 -0.41592  C4 1.207
6 C -1.67356 1.13111 0.73521  C4 1.527, O7 1.204, H12 1.105
7 O -2.39251 0.24869 1.12846  C6 1.204
8 H 2.22108 -1.15974 -0.94928  C1 1.095
9 H 2.69151 -0.77360 0.81572  C1 1.087
10 H 0.06663 -0.74918 -1.62399  C3 1.103
11 H -1.21127 -1.14061 -0.41289  C3 1.093
12 H -1.77578 2.18964 1.03712  C6 1.105

Results
Energy above the lowest of the compared OMol25 structures with the same formula, charge and spin: 2.2855 eV
Frontier orbital gap: 9.2 eV
M: 99.1 g mol⁻¹
E_LUMO: -0.64 eV
E: -9812.029 eV
SMILES: C=NCC(=O)C=O
Strongest force on any atom: 0.0141 Eh/bohr

natural (NBO) population analysis, charges in e, atoms 1 to 6: number 1, C, carries -0.031; number 2, N, carries -0.396; number 3, C, carries -0.349; number 4, C, carries 0.492; number 5, O, carries -0.479; number 6, C, carries 0.344

Q: The lowest frontier orbital gap belongs to which entry?
A: number 5

Q: frontier orbital gap of number 4 (C4H5NO2)?
A: 10.6 eV

Q: The lowest E belongs to which entry?
A: number 3

Q: Which of these has the highest E?
A: number 1